178
Properties=species:S:1:pos:R:3:forces:R:3 method="wB97M-V/def2-TZVPD" max_force_ev_per_a=16.5 orbital_gap_ha=0.2946
C 1.3142 -3.4667 3.0120 1.4 0.1 -0.2
C 1.9946 -2.1906 2.4955 -0.5 -0.7 -0.1
C 0.9286 -1.3351 1.7685 1.1 0.4 1.0
C 0.3836 -0.3445 2.8021 -0.2 0.0 0.1
C 1.2824 -0.8065 0.3660 -1.5 0.3 -0.5
C 1.9049 -1.9443 -0.4778 0.2 -0.4 0.1
C 1.1206 -2.4144 -1.6747 -0.3 -0.1 -0.8
C 1.5129 -1.9244 -3.0517 0.3 0.2 0.8
N 0.2015 -3.2771 -1.5266 0.0 -0.1 0.4
O -0.0561 -0.6874 -0.2653 -0.4 -1.1 -0.2
C -0.6236 0.5316 -0.2496 0.2 1.0 -0.4
S -2.1701 0.6247 0.7804 -0.4 -0.5 0.3
S -1.1457 1.0452 -1.9508 0.5 0.5 -0.4
C -1.9427 -0.4032 -2.6431 -0.6 -0.2 0.0
C -3.1848 -0.8887 -1.9470 0.4 -0.7 1.7
O -3.1289 -1.7598 -1.0942 -0.3 0.4 -0.8
O -4.3303 -0.3020 -2.3049 0.5 -0.2 -0.6
C -5.4808 -1.1220 -2.1563 -0.5 0.3 -0.2
C -6.1885 -1.0418 -0.8193 -0.2 -0.3 0.4
C -6.0774 -2.2714 0.0670 -0.2 0.1 0.0
O -5.7937 0.1617 -0.0986 -0.4 -0.1 0.3
C -6.8597 0.8781 0.3207 -0.7 1.1 -1.4
O -7.5637 1.5393 -0.4297 0.9 -1.1 0.9
C -7.1568 0.8601 1.7925 0.6 0.1 0.7
S -5.7465 0.2495 2.7718 0.6 -0.2 -0.3
C 0.5205 1.4998 0.2123 -2.7 0.2 -1.0
O 0.3938 2.6844 -0.5664 1.4 -0.4 0.3
C 0.2685 3.8855 0.1831 -0.2 0.8 -0.7
C -1.1843 4.3270 0.3272 0.2 1.0 1.3
C -1.6227 4.4294 1.7944 6.6 2.8 -2.1
O -1.3167 5.6263 -0.2698 0.4 0.1 -0.8
C 1.7967 0.6746 0.1144 1.3 0.5 0.8
C 2.4797 0.6839 -1.2692 -0.9 0.7 0.6
C 2.9083 1.9131 -2.0364 0.3 -0.2 -1.9
O 3.2384 1.7573 -3.2045 -0.2 0.2 1.3
O 3.0181 3.1534 -1.5401 0.1 0.0 0.3
C 2.7933 1.3106 1.1397 -0.1 -0.7 -0.1
C 3.7473 0.3846 1.9021 0.8 1.5 0.0
C 4.9666 1.2123 2.3646 -0.7 -0.1 0.5
O 4.1949 -0.7008 1.1174 -0.4 -0.4 0.2
H 0.9451 -3.3468 4.0182 -0.5 0.0 0.2
H 0.5590 -3.8022 2.3291 -0.5 -0.2 0.0
H 2.0612 -4.2514 3.0449 0.1 -0.3 0.2
H 2.4066 -1.6841 3.3575 0.3 0.4 0.0
H 2.8160 -2.4945 1.8666 0.2 0.2 -0.2
H 0.1247 -2.0295 1.5807 -0.3 -0.1 -0.4
H 0.8453 0.6357 2.8013 0.2 0.1 0.0
H 0.5736 -0.7592 3.7804 0.1 -0.1 0.3
H -0.6855 -0.2136 2.7571 -0.3 0.1 -0.3
H 1.9957 -2.8472 0.1067 -0.1 -0.1 0.5
H 2.9175 -1.7251 -0.7696 0.3 0.2 -0.1
H 0.9944 -0.9956 -3.2677 -0.2 0.1 -0.3
H 2.5739 -1.7071 -3.0341 0.3 0.1 -0.3
H 1.3282 -2.6864 -3.7905 -0.2 -0.1 -0.3
H -0.2139 -3.4908 -2.4301 0.0 -0.1 -0.1
H -1.9994 1.8012 1.4024 0.4 0.0 -0.2
H -2.2091 -0.1056 -3.6499 0.0 0.3 -0.2
H -1.2974 -1.2640 -2.7265 0.4 -0.1 0.2
H -5.2577 -2.1516 -2.3933 0.3 -0.3 0.1
H -6.1803 -0.7835 -2.9044 0.0 0.4 -0.3
H -7.2359 -0.9302 -1.0520 -0.3 0.2 -0.2
H -5.7044 -2.0240 1.0478 0.3 0.1 0.2
H -7.0644 -2.6857 0.2131 -0.3 -0.2 0.0
H -5.4620 -3.0405 -0.3735 0.3 -0.1 -0.1
H -7.3672 1.8734 2.0882 -0.3 0.3 0.0
H -8.0376 0.2614 1.9721 -0.3 -0.3 -0.1
H -6.2402 0.3591 4.0088 -0.4 0.2 0.0
H 0.2176 1.7679 1.2154 0.7 -0.1 0.5
H 0.7777 4.6693 -0.3719 0.2 0.1 -0.2
H 0.7587 3.8361 1.1498 0.1 -0.3 0.2
H -1.8200 3.6550 -0.2375 -0.1 -0.6 -0.2
H -0.9759 3.8355 2.4252 0.4 0.0 0.5
H -1.6465 5.4567 2.1190 0.6 0.5 0.2
H -2.5983 3.9692 1.8975 8.8 2.0 -2.0
H -2.2154 5.9350 -0.1371 -0.1 0.1 0.0
H 1.8280 0.1869 -1.9638 0.0 -0.2 -0.3
H 3.3830 0.1120 -1.1471 0.3 -0.3 -0.2
H 2.5537 3.2964 -0.7054 -0.2 -0.4 0.2
H 2.2163 1.8907 1.8473 0.0 0.1 0.5
H 3.4397 2.0400 0.6641 0.0 0.2 -0.5
H 3.2658 0.0629 2.8101 -0.3 -0.8 -0.1
H 4.7027 2.2604 2.4262 0.0 0.4 -0.1
H 5.8121 1.0792 1.7030 0.2 0.0 -0.2
H 5.2379 0.9334 3.3725 0.4 -0.2 0.2
H 4.7807 -0.3282 0.4573 0.3 0.0 -0.1
O -1.2938 -4.7029 3.2693 -0.5 0.0 0.5
H -1.7366 -5.1462 2.5384 0.1 0.1 -0.1
H -0.9998 -5.4263 3.8372 0.2 -0.1 -0.3
O 0.5491 -7.0553 3.4793 -0.3 0.3 0.1
H 0.7622 -7.7467 4.1100 0.2 0.0 0.1
H 0.6830 -7.4741 2.6258 0.1 -0.1 -0.1
O 1.7656 0.4267 5.8982 0.1 0.0 0.1
H 1.0270 -0.1521 6.1098 0.0 0.0 -0.1
H 2.3182 0.4179 6.6876 0.0 0.0 0.0
O 1.2065 -7.2892 6.4300 0.0 -0.1 0.1
H 0.5438 -7.9517 6.6462 0.0 0.0 0.1
H 0.8262 -6.4638 6.7536 0.0 0.1 -0.1
O -3.6213 -3.4265 1.8809 -0.2 -0.1 0.0
H -3.4709 -3.0026 1.0282 0.1 0.0 -0.1
H -3.8429 -2.7007 2.4716 0.1 0.0 0.1
O -9.2356 -2.4154 -0.9018 -0.1 0.1 0.0
H -9.5344 -1.6692 -1.4354 0.1 0.0 -0.1
H -9.8765 -3.1094 -1.0806 0.0 0.0 0.0
O 3.5443 5.6464 -0.2141 0.1 0.0 0.1
H 3.6449 6.5716 -0.4690 -0.2 0.0 -0.1
H 3.3571 5.2090 -1.0516 0.1 0.3 -0.1
O 3.3462 7.2552 2.5589 0.1 -0.1 0.1
H 3.6652 6.6110 3.2016 0.1 0.0 0.0
H 3.4650 6.7993 1.7192 -0.1 -0.1 0.0
O 2.4308 5.3942 -3.2313 -0.2 0.4 -0.2
H 2.4969 4.5494 -2.7824 -0.1 -0.4 -0.2
H 1.5029 5.4776 -3.4958 0.1 0.0 0.1
O 4.8785 4.8968 4.0713 -0.1 0.0 0.2
H 5.7964 4.7027 3.8574 0.0 0.0 -0.1
H 4.8431 4.8307 5.0327 0.1 0.1 0.0
O 4.6433 2.0086 -6.0600 0.1 -0.2 -0.1
H 5.5627 1.7587 -6.2055 0.0 0.1 0.1
H 4.5310 1.9531 -5.1030 -0.2 0.1 0.1
O 3.7768 2.4956 5.5586 -0.1 -0.1 -0.1
H 3.7005 3.2197 4.9283 0.1 0.0 -0.2
H 3.1160 1.8564 5.2590 -0.1 0.0 0.1
O -0.5115 7.0174 -2.8867 0.1 -0.1 -0.2
H -1.2205 7.0599 -3.5382 0.1 0.2 0.0
H -0.8790 6.4639 -2.1853 0.1 -0.1 0.3
O -3.4341 7.6572 -2.0230 -0.3 -0.4 0.5
H -2.7229 8.2458 -1.7599 0.1 0.1 -0.1
H -3.7722 8.0579 -2.8262 0.0 0.0 -0.1
O -0.8680 -5.6427 0.3750 -0.2 -0.1 -0.1
H -0.9219 -4.9079 -0.2531 0.3 0.2 0.1
H -1.4696 -6.3051 0.0228 0.0 0.0 0.0
O 1.7432 1.8969 -7.0431 0.0 -0.1 0.0
H 2.6631 1.6461 -7.2027 0.1 0.2 0.2
H 1.6650 1.8477 -6.0832 0.0 -0.1 0.0
O 1.3944 -9.4815 2.3168 0.0 -0.3 0.0
H 0.8488 -9.9556 1.6834 0.0 0.0 0.0
H 2.0595 -10.1303 2.5950 0.1 0.1 -0.1
O -5.0432 5.5736 -3.2601 -0.1 -0.1 0.1
H -4.7590 5.9366 -2.4130 0.1 0.1 -0.1
H -4.4400 4.8415 -3.4166 0.0 0.0 0.0
O 3.5554 -11.4333 2.6131 0.1 -0.1 -0.1
H 4.1295 -11.7575 3.3188 -0.2 0.0 0.2
H 3.5269 -12.1543 1.9783 0.0 0.0 -0.1
O -2.1688 9.4943 -3.6209 0.0 0.3 -0.3
H -1.4488 10.0725 -3.3448 0.1 -0.1 0.1
H -2.4955 9.8988 -4.4314 0.0 0.0 0.0
O -0.3814 3.3705 -5.3441 0.1 -0.1 0.0
H -1.0445 2.8288 -5.7816 0.0 0.0 0.0
H 0.3599 3.3766 -5.9608 0.0 0.1 -0.1
O 3.1709 -4.6715 -3.6235 -0.2 -0.1 0.3
H 4.1220 -4.7935 -3.7180 0.0 0.2 -0.2
H 2.9962 -4.8133 -2.6876 -0.1 -0.1 0.0
O 5.1606 -3.7364 -5.1734 0.2 0.1 -0.2
H 4.3953 -3.4548 -5.6841 -0.1 0.0 0.1
H 5.8774 -3.1654 -5.4637 0.0 0.0 0.0
O 1.1184 1.9069 -9.9417 -0.1 0.0 0.0
H 2.0227 1.6524 -10.1401 0.0 0.0 0.0
H 1.0605 1.8621 -8.9773 0.0 0.1 0.0
O 1.3482 -5.0387 8.4522 0.1 0.0 0.0
H 1.3562 -4.8296 9.3903 -0.1 0.0 0.0
H 2.1535 -5.5502 8.3148 0.0 0.0 -0.1
O -8.6587 -0.0829 -3.1134 -0.1 0.0 0.1
H -8.5020 0.2292 -4.0094 0.0 0.0 0.0
H -8.8001 0.7218 -2.5999 0.2 0.0 0.1
O -3.4620 3.6394 2.1301 -15.4 -5.0 3.3
H -3.8920 4.3844 1.7005 -0.7 0.3 0.1
H -4.1166 2.9323 2.0977 -1.0 -1.3 0.2
O 2.3722 8.5150 -2.2211 -0.1 0.0 -0.1
H 1.7447 7.9618 -2.7104 0.0 0.0 0.3
H 3.1490 8.5351 -2.7866 0.0 0.0 0.0
O 7.9218 2.4744 -5.5318 -0.1 0.0 -0.1
H 8.0541 2.8514 -6.4071 0.1 0.0 0.0
H 7.6589 3.2246 -4.9890 0.0 0.0 0.0
O 3.9443 -12.9422 5.1768 0.1 0.0 0.0
H 3.1517 -13.4562 5.3562 -0.1 0.0 -0.1
H 4.4487 -12.9821 5.9945 0.1 0.0 0.0
O -4.2749 -6.3109 3.1638 0.0 0.0 0.0
H -4.0805 -5.3800 2.9896 0.1 0.0 0.0
H -4.4769 -6.6717 2.2970 0.0 0.0 0.0



52
Properties=species:S:1:pos:R:3:forces:R:3 method="wB97M-V/def2-TZVPD" s2=0.77 total_charge=-1 spin_multiplicity=2 max_force_ev_per_a=0.5 orbital_gap_ha="0.2505 / 0.1772" de_lowest_kcal_mol=0.00
Ir -0.6274 0.9497 -0.2230 0.4 0.1 -0.3
Se -0.6527 0.7976 2.2830 -0.1 0.0 -0.2
P 1.3602 0.0816 1.9056 0.0 -0.1 0.4
Se 2.0138 0.9239 0.0456 -0.3 0.0 -0.1
C 1.3894 -1.7367 1.8609 0.0 0.0 0.0
C 0.7775 -2.4360 2.8989 0.0 0.0 0.0
C 0.7930 -3.8190 2.9049 0.0 0.0 0.0
C 1.4126 -4.5109 1.8700 0.0 0.0 0.0
C 2.0150 -3.8168 0.8340 0.0 0.0 0.0
C 2.0029 -2.4276 0.8265 0.0 0.0 0.0
C 2.4864 0.4568 3.2866 0.0 0.0 -0.1
C 2.1099 1.3077 4.3160 0.0 0.0 0.0
C 3.0030 1.5946 5.3404 0.0 0.0 0.0
C 4.2731 1.0403 5.3314 0.0 0.0 0.0
C 4.6552 0.1934 4.2972 0.0 0.0 0.0
C 3.7644 -0.0999 3.2794 0.0 0.0 0.0
H 0.2710 -1.8936 3.6885 0.0 0.0 0.0
H 0.3080 -4.3600 3.7072 0.0 0.0 0.0
H 1.4096 -5.5938 1.8672 0.0 0.0 0.0
H 2.4808 -4.3527 0.0171 0.0 0.0 0.0
H 2.4396 -1.8762 0.0033 0.0 0.0 0.0
H 1.1213 1.7506 4.3076 0.0 0.0 0.0
H 2.7044 2.2572 6.1426 0.0 0.0 0.0
H 4.9695 1.2680 6.1286 0.0 0.0 0.0
H 5.6471 -0.2401 4.2879 0.0 0.0 0.0
H 4.0578 -0.7655 2.4757 0.0 0.0 0.0
Cl -0.3857 6.8865 -3.5980 0.0 0.0 0.0
C -0.4031 5.2165 -3.1805 0.0 0.0 0.0
C -0.3919 4.2404 -4.2199 0.0 0.0 0.0
Cl -0.3677 4.7578 -5.8604 0.0 0.0 0.0
C -0.4026 2.9021 -3.9226 0.0 0.0 0.0
Cl -0.3920 1.6896 -5.1377 0.0 0.0 0.0
C -0.4363 2.4708 -2.5704 0.0 0.0 0.2
O -0.4185 1.2349 -2.2523 0.0 0.1 0.0
C -0.4539 3.4604 -1.5075 0.0 -0.1 -0.1
O -0.4602 3.0655 -0.3003 0.0 -0.1 0.0
C -0.4287 4.8388 -1.8637 0.0 0.0 0.0
Cl -0.4375 5.9826 -0.5828 0.0 0.0 0.0
S -2.9118 1.1596 -0.5776 0.1 0.0 0.1
C -3.1682 -0.2061 -1.6417 0.1 -0.1 0.0
C -4.2816 -0.2442 -2.4736 0.0 0.0 0.0
C -4.5280 -1.3393 -3.2932 0.0 0.0 0.0
C -5.6840 -1.3424 -4.1401 0.0 0.0 0.0
N -6.6209 -1.3433 -4.8075 0.0 0.0 0.0
C -3.6383 -2.4241 -3.2829 0.0 0.0 0.0
C -2.5248 -2.3901 -2.4532 0.0 0.0 0.0
C -2.2753 -1.2981 -1.6280 -0.1 0.1 0.1
S -0.9101 -1.3245 -0.5361 0.1 0.0 -0.1
C -3.8544 -3.5654 -4.1229 0.0 0.0 -0.1
N -4.0059 -4.4880 -4.7927 0.0 0.0 0.0
H -4.9670 0.5933 -2.4864 0.0 0.0 0.0
H -1.8372 -3.2258 -2.4506 0.0 0.0 0.0



51
Properties=species:S:1:pos:R:3:forces:R:3 method="wB97M-V/def2-TZVPD" s2=6.02 spin_multiplicity=5 max_force_ev_per_a=2.7 orbital_gap_ha="0.2443 / 0.2117" de_lowest_kcal_mol=0.00
Rh -0.1435 1.8293 -1.5957 0.0 -0.2 0.6
O -3.3878 2.5927 -0.1400 -1.2 1.7 0.5
C -2.8918 1.6042 -0.4648 0.7 -2.4 -1.0
C -3.4096 0.2994 -1.0671 -0.6 0.1 0.7
C -4.7688 0.0492 -1.3851 0.7 -0.7 0.0
C -5.0894 -1.2390 -1.8407 -0.1 0.0 0.3
C -4.0972 -2.2160 -1.9520 0.3 0.4 -0.9
C -2.7525 -1.9048 -1.7741 -0.6 -0.2 0.7
C -2.4232 -0.7037 -1.1851 0.0 1.1 -0.1
P -0.7815 -0.2353 -0.5122 -0.1 0.3 0.7
C 0.3002 -1.6530 -0.6318 -0.5 -0.9 -0.3
C 1.3011 -1.6348 -1.5951 0.5 0.8 -0.3
C 2.2147 -2.6610 -1.6464 0.8 -0.2 -0.2
C 2.0701 -3.7418 -0.8049 1.3 -0.9 -1.0
C 1.0115 -3.8539 0.0285 -1.5 0.6 1.1
C 0.1184 -2.7936 0.1694 -0.2 0.4 0.1
C -1.0216 -0.1611 1.3226 -0.4 -0.3 0.4
C -2.1760 -0.6464 1.9788 0.1 0.0 -0.6
C -2.3753 -0.4263 3.3333 0.9 0.0 -0.8
C -1.4273 0.2694 4.0657 -0.3 -0.4 0.2
C -0.2072 0.5822 3.4897 -0.1 0.3 -0.5
C 0.0053 0.3629 2.1137 -1.0 0.4 0.5
H -5.5799 0.7574 -1.2182 0.5 0.1 -0.2
H -6.1227 -1.4927 -2.1056 0.4 0.1 0.3
H -4.2897 -3.2258 -2.2927 -0.4 0.1 -0.1
H -2.0171 -2.6401 -2.0315 0.4 -0.3 0.2
H 1.4528 -0.7735 -2.2620 -0.3 -0.3 0.4
H 3.0984 -2.6448 -2.2824 -0.4 0.2 -0.1
H 2.7976 -4.5542 -0.8527 -0.2 0.2 0.0
H 0.8795 -4.7296 0.6200 0.0 -0.5 0.4
H -0.6986 -2.7989 0.9238 0.7 -0.2 -0.7
H -2.9301 -1.2039 1.4229 0.1 0.2 0.0
H -3.2044 -0.8454 3.8418 -0.9 -0.1 0.2
H -1.7338 0.4997 5.0860 0.7 0.1 -0.1
H 0.5379 1.0899 4.0829 0.2 0.0 -0.1
H 0.8864 0.7537 1.6408 0.4 -0.1 -0.1
Se 1.1569 3.0356 -5.9727 -0.2 0.0 0.3
C 0.2937 2.6303 -4.4866 0.3 0.0 -0.6
N -0.2914 2.3131 -3.5161 0.0 0.1 -0.4
F 6.3260 1.7802 1.6284 0.3 0.0 -0.9
C 5.1237 2.0977 1.1371 0.5 -0.3 1.2
C 4.8674 2.5071 -0.1590 -0.3 -0.4 0.0
F 5.7748 2.4580 -1.1262 0.4 0.1 0.2
C 3.5691 2.8597 -0.4962 -0.2 0.3 -0.4
F 3.3545 3.1494 -1.7981 -0.1 -0.1 0.8
C 2.5455 2.9227 0.4449 0.0 -0.2 -1.0
Se 0.7274 3.3850 -0.0285 0.4 0.3 0.5
C 2.8900 2.5435 1.7281 -0.2 -0.2 0.2
F 2.0087 2.6327 2.7027 -1.0 0.1 0.7
C 4.1185 2.0553 2.0899 0.3 0.5 0.0
F 4.3902 1.7191 3.3723 -0.2 0.2 -1.0